# 1
Formula: C22H35CrNO3P2S
Source: OMol25
Level of theory: ωB97M-V/def2-TZVPD

XYZ file:
```
65
Properties=species:S:1:pos:R:3:mulliken_spin:R:1
P -0.15291 -1.51669 -5.44509 0.000
P 0.21407 1.81434 -5.43935 -0.003
C -0.37793 -0.49086 -6.99982 -0.002
C 0.40286 0.82513 -7.00929 0.002
H -1.46945 -0.35760 -7.15120 0.000
H 0.05522 -1.14132 -7.77472 0.000
H 1.49192 0.70343 -7.19541 0.000
H -0.05840 1.49860 -7.74703 0.000
C -1.44067 2.47307 -5.83742 0.001
H -1.71769 3.21583 -5.07892 0.000
H -2.19899 1.68057 -5.92130 0.000
H -1.27077 2.94769 -6.80983 0.000
C 1.22710 3.26406 -5.84525 0.001
H 0.73866 3.66471 -6.74659 0.000
H 2.26280 2.93721 -6.04181 0.000
H 1.15915 3.96182 -4.99575 0.000
C -1.08119 -2.97383 -6.02112 0.000
H -0.97678 -3.76646 -5.26685 0.000
H -0.59427 -3.24649 -6.96995 0.000
H -2.13375 -2.68703 -6.17196 0.000
C 1.51034 -2.09553 -5.98142 0.002
H 2.23791 -1.26964 -6.04966 -0.001
H 1.30331 -2.50713 -6.98185 0.000
H 1.85403 -2.88866 -5.30075 -0.001
Cr 0.34042 -0.30699 -0.45148 4.012
C 0.63426 2.16694 -2.28620 -0.065
C -0.69772 1.97938 -2.25135 0.079
C -1.54441 0.96562 -3.00493 -0.045
C -1.89139 -0.52564 -2.67638 -0.004
C -0.88456 -1.66016 -2.68875 0.016
C 0.49113 -1.49724 -2.76600 0.132
C 1.18831 -0.26008 -3.31881 -0.068
C 1.67945 1.05506 -2.62984 0.127
C 0.51101 -1.90419 0.76861 -0.204
H 1.05742 2.94889 -1.61165 -0.012
H -1.24762 2.52840 -1.44642 -0.011
H -1.16952 0.92333 -4.05535 0.004
H -2.54200 1.44305 -3.10164 -0.003
H -2.48413 -0.57828 -1.74993 -0.004
H -2.62877 -0.70863 -3.50250 0.003
H -1.24057 -2.56329 -2.14845 0.004
H 1.11742 -2.36775 -2.45236 0.003
H 0.50135 0.17257 -4.05668 -0.026
H 2.08019 -0.59813 -3.87526 -0.007
H 2.34593 0.87270 -1.75305 0.001
H 2.35338 1.46337 -3.43240 0.008
H 1.43586 -1.73897 1.37330 0.022
H 0.63556 -2.83429 0.18904 -0.018
H -0.35252 -2.01473 1.44039 0.024
O -2.22692 0.54985 1.20635 -0.020
C -1.18897 1.02987 1.68411 0.025
N -0.00123 1.01449 0.97331 -0.019
S 1.34747 1.76132 1.70964 0.042
O 2.39404 0.78866 1.89137 0.021
O 1.63807 3.03639 1.08360 -0.005
C 0.39736 1.99168 3.17871 0.007
C 0.92198 2.44877 4.38726 0.000
C 0.06691 2.51082 5.49420 0.002
C -1.27607 2.12604 5.36278 -0.001
C -1.78255 1.67939 4.13430 0.000
C -0.92990 1.61400 3.02358 -0.022
H 1.96760 2.72986 4.42859 0.000
H 0.45934 2.85473 6.45454 0.000
H -1.92496 2.17645 6.24571 0.000
H -2.83085 1.37494 4.02616 0.000
```

Spin multiplicity   5
Orbital gap (alpha / beta)   0.3016 / 0.3011 Ha
M   507.54 Da
Lowest unoccupied orbital energy (alpha / beta)   0.356 / 0.339 eV
Net charge   0
Strongest force on any atom   3.86 eV/Å
DFT total energy   -88843.360 eV

---

# 2
Formula: C42H42Cl2N6O8
Source: OMol25
Level of theory: ωB97M-V/def2-TZVPD

XYZ file:
```
100
Properties=species:S:1:pos:R:3:lowdin_charge:R:1
C 0.04301 0.98078 1.51158 -0.071
C -0.15800 -0.48558 1.76839 -0.336
C 1.07220 -1.27766 2.16728 -0.052
C -1.36520 -1.04911 1.65699 -0.094
C -1.79932 -2.30840 2.35614 -0.203
C -3.00197 -2.99787 1.71069 -0.167
C -4.41475 -2.42654 2.04057 -0.347
C -4.43343 -1.01045 2.61142 -0.058
C -5.28500 -2.57489 0.78195 -0.174
C -6.69135 -1.95033 0.85488 -0.127
C -6.74182 -0.48634 0.48724 -0.154
C -6.24744 -0.07988 -0.72159 -0.045
C -6.28075 1.27743 -1.09166 -0.643
Cl -5.65346 1.70970 -2.64727 0.682
C -6.78872 2.22558 -0.26365 -0.047
C -7.29504 1.84664 0.98997 -0.203
N -7.79118 2.81645 1.81662 0.141
C -8.24759 2.40921 2.96195 -0.141
C -8.25747 1.03130 3.31714 -0.706
Cl -8.93232 0.60161 4.85847 0.673
N -7.80182 0.08831 2.56820 0.125
C -7.28243 0.48436 1.36752 -0.162
H 0.75181 1.17800 0.70178 0.076
H -0.89580 1.48196 1.27935 0.071
H 0.46021 1.43452 2.41371 0.081
H 1.11799 -1.50390 3.23477 0.086
H 1.94875 -0.71129 1.86670 0.031
H 1.05652 -2.21091 1.60391 0.080
H -2.11371 -0.56235 1.03532 0.105
H -1.98578 -2.11856 3.41631 0.112
H -0.96424 -3.01948 2.33083 0.104
H -3.01605 -4.05627 1.98279 0.109
H -2.87298 -2.97775 0.62454 0.107
H -4.85651 -3.08416 2.79685 0.133
H -3.74372 -0.87427 3.44196 0.076
H -5.43139 -0.81786 3.01301 0.064
H -4.27009 -0.24550 1.84989 0.082
H -5.43941 -3.64883 0.64773 0.121
H -4.76214 -2.18126 -0.08917 0.084
H -7.15597 -2.13170 1.82197 0.109
H -7.30596 -2.46530 0.11020 0.120
H -5.82271 -0.81373 -1.39205 0.088
H -6.82319 3.26431 -0.56006 0.116
H -8.64085 3.13771 3.66168 0.105
O 4.27517 -0.51348 1.02875 0.073
N 4.35602 0.35801 1.87175 -0.347
O 3.51053 1.20736 2.06767 0.073
C 5.56575 0.38956 2.71021 -0.144
C 6.55946 -0.54513 2.48344 -0.005
C 7.70406 -0.49978 3.26241 -0.064
C 7.83647 0.46809 4.25016 -0.066
C 6.82357 1.39251 4.46653 -0.058
C 5.67513 1.35775 3.69121 0.007
H 6.44374 -1.29276 1.71333 0.118
H 8.49363 -1.22000 3.09694 0.107
H 8.73256 0.50508 4.85613 0.098
H 6.93127 2.14119 5.23880 0.093
H 4.88189 2.07307 3.84798 0.121
O -5.69786 -3.05382 -2.52093 0.069
N -4.76998 -2.67145 -3.20805 -0.339
O -3.75478 -2.17402 -2.76293 0.076
C -4.88299 -2.80730 -4.66672 -0.145
C -6.03958 -3.33672 -5.20753 -0.002
C -6.13795 -3.44111 -6.58606 -0.063
C -5.08886 -3.02205 -7.39499 -0.058
C -3.93225 -2.49954 -6.82985 -0.056
C -3.82631 -2.38936 -5.45357 0.003
H -6.84803 -3.65892 -4.56854 0.119
H -7.03671 -3.84760 -7.02894 0.108
H -5.17302 -3.09982 -8.47081 0.110
H -3.11714 -2.17425 -7.45640 0.077
H -2.93581 -1.98179 -4.99869 0.111
O 8.60017 4.85312 5.17822 0.087
N 9.27341 3.89370 5.48749 -0.345
O 8.93828 3.04827 6.29566 0.057
C 10.58367 3.73499 4.83602 -0.147
C 10.99979 4.69411 3.93181 -0.001
C 12.24107 4.54881 3.33371 -0.062
C 13.04007 3.45592 3.64268 -0.069
C 12.59916 2.50023 4.54876 -0.064
C 11.36072 2.63655 5.15446 -0.008
H 10.36936 5.53904 3.69909 0.121
H 12.58548 5.29117 2.62723 0.109
H 14.01059 3.34914 3.17666 0.108
H 13.22191 1.64908 4.78695 0.109
H 11.00913 1.90229 5.86366 0.116
O -2.03152 -0.45714 -8.40800 0.055
N -1.17685 0.39877 -8.54262 -0.342
O -1.13168 1.18658 -9.46160 0.091
C -0.12881 0.48227 -7.51133 -0.143
C -0.14184 -0.42458 -6.46749 0.000
C 0.85380 -0.35042 -5.50743 -0.058
C 1.83957 0.62307 -5.60205 -0.066
C 1.83044 1.52841 -6.65506 -0.063
C 0.84003 1.46191 -7.62176 -0.002
H -0.91323 -1.17691 -6.40313 0.104
H 0.86066 -1.05315 -4.68577 0.111
H 2.61747 0.67584 -4.85208 0.109
H 2.59704 2.28756 -6.72504 0.109
H 0.82331 2.15990 -8.44515 0.120
```

Orbital gap   0.2646 Ha
M   829.74 Da
Lowest unoccupied orbital energy   -0.806 eV
Net charge   0
Strongest force on any atom   1.11 eV/Å
SMILES   CC(C)=CCC[C@@H](C)CCc1cc(Cl)cc2ncc(Cl)nc12.O=[N+]([O-])c1ccccc1.O=[N+]([O-])c1ccccc1.O=[N+]([O-])c1ccccc1.O=[N+]([O-])c1ccccc1
DFT total energy   -94590.115 eV

---

# 3
Formula: CH3IS
Source: OMol25
Level of theory: ωB97M-V/def2-TZVPD

XYZ file:
```
6
Properties=species:S:1:pos:R:3:lowdin_charge:R:1
S 0.03805 1.44095 -0.71047 0.543
C -0.14765 -0.49888 -0.11243 -0.939
I 1.59629 -1.30046 0.77830 0.685
H -0.22807 1.75963 0.47231 -0.252
H -0.93432 -0.19377 0.55480 -0.043
H -0.32429 -1.20747 -0.98251 0.005
```

Orbital gap   0.3459 Ha
M   174.01 Da
Lowest unoccupied orbital energy   0.103 eV
Net charge   0
Strongest force on any atom   3.93 eV/Å
SMILES   SCI
DFT total energy   -20020.379 eV